The following is a DFT calculation (the ωB97M-V functional and the def2-TZVPD basis) of the molecule C17H14BrN3O2 at a distorted geometry.

Values from the calculation:
* total charge: 0
* max |F|: 0.075 Eh/bohr
* SMILES: Cn1nc(Br)c(=O)n(C(c2ccccc2)c2ccccc2)c1=O
* calculated total energy: -3544.9554 Ha
* ΔE to the lowest compared entry with this formula, charge and spin: 0.000 eV

Atoms and positions in Å:
O: -0.1599 -0.2936 2.1596
O: -1.9980 -0.8613 -1.9367
Br: -1.8326 -2.3957 3.7609
N: -2.9374 -2.2797 1.1758
C: -0.9639 -0.8151 1.3773
C: -1.9462 -1.1076 -0.7542
C: -1.9549 -1.7783 1.9329
C: 0.1921 4.2564 1.3068
C: 3.8134 -1.8655 -0.8128
C: 1.2537 3.8598 0.4617
C: -0.9940 3.4878 1.3902
C: 3.5127 -1.0850 0.2959
C: 2.9192 -1.8876 -1.8727
C: 1.2116 2.5985 -0.1622
C: -1.0259 2.2659 0.6869
C: 2.3356 -0.3605 0.3551
C: 1.6978 -1.2078 -1.8190
C: 0.0911 1.7507 -0.0137
C: 1.3924 -0.3990 -0.7308
N: -2.9250 -1.9478 -0.1606
N: -0.9211 -0.5695 -0.0052
C: -3.9378 -2.5508 -1.0454
C: 0.0644 0.3462 -0.6377
H: 0.2540 5.1932 1.8860
H: 4.7222 -2.4909 -0.8215
H: 2.1774 4.4337 0.3911
H: -1.7958 3.8543 1.9684
H: 4.2398 -0.9815 1.1094
H: 3.1160 -2.5066 -2.7397
H: 2.0364 2.2377 -0.7222
H: -1.9388 1.6891 0.7946
H: 2.1329 0.1391 1.3055
H: 0.9350 -1.2926 -2.5886
H: -4.7218 -3.0587 -0.4494
H: -4.4265 -1.7931 -1.6790
H: -3.4340 -3.2236 -1.7253
H: -0.1839 0.6395 -1.6814